Record 1
Molecular formula: C8H14N4S
Method: DFT, ωB97M-V/def2-TZVPD

For the highest occupied orbital energy, the calculation gives -8.172 eV. The lowest unoccupied orbital energy is 0.56 eV. The energy above the lowest of the compared OMol25 structures with the same formula, charge and spin is 126.7 kJ/mol. For the orbital gap, the calculation gives 8.7 eV.

ORCA input file:
```
! RIJCOSX wB97M-V def2-TZVPD def2/J DEFGRID3
* xyz 0 1
C 1.294 -1.182 2.184
C 1.826 -0.141 0.057
C 0.261 1.777 1.144
C -0.546 2.478 0.201
C -1.110 1.579 -0.943
C -1.167 -0.966 -0.946
C -1.931 -1.897 -0.402
C -2.894 -0.035 0.123
H 0.221 -1.146 2.404
H 1.757 -0.206 2.322
H 1.779 -1.935 2.675
H 1.628 -2.146 0.442
H 2.073 1.795 0.023
H 0.516 2.449 1.957
H -0.277 0.942 1.762
H -0.013 3.301 -0.342
H -1.331 3.013 0.680
H -0.397 1.285 -1.642
H -1.798 2.057 -1.717
H -0.251 -0.812 -1.583
H -1.885 -3.002 -0.366
H -3.506 0.755 0.698
N 1.409 -1.266 0.747
N 1.454 1.113 0.474
N -1.749 0.308 -0.521
N -3.092 -1.361 0.298
S 2.559 -0.474 -1.426
*
```

Here are the Mulliken charges for atoms 1 to 8, given in e:
1 C -1.012
2 C -0.039
3 C -0.340
4 C -0.655
5 C -0.906
6 C -0.173
7 C -0.665
8 C -0.002

Record 2
Molecular formula: C27H51N2OP3SeSn
Method: DFT, ωB97M-V/def2-TZVPD

For the highest occupied orbital energy (spin up / spin down), the calculation gives -18.043 / -18.025 eV. The lowest unoccupied orbital energy (spin up / spin down) is -13.58 / -13.91 eV. The energy above the lowest of the compared OMol25 structures with the same formula, charge and spin is 80.8 kJ/mol. For the orbital gap (spin up / spin down), the calculation gives 4.5 / 4.1 eV.

ORCA input file:
```
! RIJCOSX wB97M-V def2-TZVPD def2/J DEFGRID3
* xyz 4 1
Sn -0.543 -0.298 -2.096
P -3.253 -0.275 -1.728
P -0.097 -2.761 -1.328
P -0.307 2.306 -1.036
H 4.590 -1.044 -2.479
C 4.481 -0.069 -1.986
C 4.266 0.043 -0.665
H 4.142 -0.840 -0.023
C -4.149 -0.102 -3.315
C -4.090 -1.768 -1.068
C -4.047 1.055 -0.749
C 1.692 -2.926 -1.050
C -0.848 -3.687 0.036
C -0.422 -3.749 -2.812
C 1.451 2.742 -0.804
C -1.111 3.068 0.420
C -0.809 3.374 -2.434
H 4.619 0.816 -2.617
H 4.201 1.025 -0.175
H -5.224 -0.226 -3.119
H -3.820 -0.867 -4.030
H -3.971 0.887 -3.754
H -5.110 -1.804 -1.477
H -4.161 -1.739 0.026
H -3.564 -2.683 -1.370
H -5.138 0.996 -0.887
H -3.708 2.047 -1.074
H -3.822 0.934 0.319
H 2.011 -3.876 -1.499
H 1.885 -2.938 0.031
H 2.249 -2.093 -1.500
H -0.623 -4.752 -0.119
H -1.937 -3.547 0.061
H -0.416 -3.358 0.990
H 0.203 -4.649 -2.736
H -0.173 -3.180 -3.720
H -1.486 -4.021 -2.847
H 1.623 3.756 -1.191
H 2.091 2.027 -1.341
H 1.699 2.703 0.267
H -1.098 4.164 0.318
H -0.574 2.787 1.336
H -2.152 2.724 0.501
H -0.234 4.310 -2.389
H -1.884 3.597 -2.383
H -0.600 2.861 -3.384
C 0.596 -0.187 -5.743
C 1.918 -0.356 -5.283
C 2.989 -0.244 -6.174
C 2.778 0.103 -7.515
C 1.471 0.392 -7.944
C 0.392 0.278 -7.064
Se -0.958 -0.662 -4.736
H 0.465 -0.043 -0.668
H 2.103 -0.607 -4.235
H 3.999 -0.443 -5.808
H 3.613 0.150 -8.219
H 1.296 0.692 -8.978
H -0.616 0.524 -7.394
C 2.710 1.976 6.786
C 1.199 1.948 6.773
N 0.609 0.936 5.867
C 0.837 -0.455 6.294
C 0.272 -0.723 7.681
C 0.579 1.254 4.513
O 1.121 2.261 4.047
C -0.253 0.361 3.641
C -1.408 -0.280 4.113
C -2.210 -0.967 3.207
C -1.841 -0.947 1.856
N -0.766 -0.309 1.393
C 0.020 0.330 2.263
H 3.136 1.002 7.049
H 3.046 2.709 7.525
H 3.090 2.285 5.807
H 0.805 1.710 7.765
H 0.813 2.922 6.454
H 0.375 -1.137 5.574
H 1.921 -0.664 6.298
H -0.783 -0.427 7.744
H 0.332 -1.798 7.880
H 0.834 -0.198 8.461
H -1.652 -0.217 5.169
H -3.093 -1.526 3.500
H -2.461 -1.466 1.123
H 0.892 0.853 1.858
*
```

Here are the Mulliken charges for atoms 1 to 8, given in e:
1 Sn 0.907
2 P 0.824
3 P 0.977
4 P 0.542
5 H 0.326
6 C -0.576
7 C -0.538
8 H 0.259

Record 3
Molecular formula: C9H14N5
Method: DFT, ωB97M-V/def2-TZVPD

For the highest occupied orbital energy (spin up / spin down), the calculation gives -11.197 / -13.253 eV. The lowest unoccupied orbital energy (spin up / spin down) is -3.50 / -6.19 eV. The energy above the lowest of the compared OMol25 structures with the same formula, charge and spin is 45.6 kJ/mol. For the orbital gap (spin up / spin down), the calculation gives 7.7 / 7.1 eV. Its expectation value of S² is 2.032.

ORCA input file:
```
! RIJCOSX wB97M-V def2-TZVPD def2/J DEFGRID3
* xyz 1 3
C 1.509 0.335 -0.193
C 2.517 -0.657 -0.073
C -0.567 0.227 -2.694
C -1.705 0.001 -0.420
C 1.131 1.975 -1.959
C 0.391 0.668 0.506
C -0.783 -0.275 0.764
C 2.766 -1.963 0.703
C -1.559 -0.040 2.138
N 3.454 -0.320 -1.053
N 3.064 0.673 -1.764
N 1.972 1.097 -1.266
N -1.347 -0.298 -1.800
N 0.297 1.181 -2.935
H -2.545 -0.594 -0.067
H -1.893 1.061 -0.325
H 0.472 2.520 -1.332
H 1.770 2.700 -2.560
H 0.151 1.797 0.411
H -0.523 -1.317 0.489
H 3.719 -2.399 0.385
H 2.483 -1.951 1.786
H 2.095 -2.686 0.317
H -2.376 0.645 1.871
H -0.814 0.367 2.832
H -1.958 -0.968 2.497
H -1.690 -1.150 -2.134
H 0.693 1.328 -3.822
*
```

Here are the Mulliken charges for atoms 1 to 8, given in e:
1 C 0.308
2 C 0.401
3 C 0.518
4 C -1.333
5 C -0.656
6 C -0.903
7 C 0.754
8 C -1.181

Record 4
Molecular formula: C3H3NO2
Method: DFT, ωB97M-V/def2-TZVPD

For the highest occupied orbital energy, the calculation gives -8.753 eV. The lowest unoccupied orbital energy is 0.24 eV. The energy above the lowest of the compared OMol25 structures with the same formula, charge and spin is 461.7 kJ/mol. For the orbital gap, the calculation gives 9.0 eV.

ORCA input file:
```
! RIJCOSX wB97M-V def2-TZVPD def2/J DEFGRID3
* xyz 0 1
C 0.165 0.947 -0.421
O 1.027 -0.068 -0.196
C 0.574 -1.272 0.372
O 1.308 -2.181 0.576
C -0.957 -1.207 0.667
N -1.410 -0.113 0.325
H -1.865 0.733 0.094
H 0.353 1.831 0.203
H -0.002 1.154 -1.487
*
```

Here are the Mulliken charges for atoms 1 to 8, given in e:
1 C -0.421
2 O -0.309
3 C 0.651
4 O -0.418
5 C -0.316
6 N -0.136
7 H 0.343
8 H 0.303

Record 5
Molecular formula: C10H18B3BrN4O5
Method: DFT, ωB97M-V/def2-TZVPD

For the highest occupied orbital energy, the calculation gives -8.531 eV. The lowest unoccupied orbital energy is -0.08 eV. For the orbital gap, the calculation gives 8.5 eV.

ORCA input file:
```
! RIJCOSX wB97M-V def2-TZVPD def2/J DEFGRID3
* xyz 0 1
C 2.926 0.852 1.022
C 3.226 1.317 -0.537
C 4.251 0.393 -1.482
C 4.487 0.853 -3.038
C 3.781 2.179 -3.751
C 2.804 3.111 -2.815
C 2.570 2.639 -1.262
C 1.530 3.579 -0.349
B 0.036 2.859 -0.539
O -0.790 2.348 0.595
B -0.712 0.856 0.410
O -0.792 0.220 -0.920
B -0.722 1.201 -2.020
Br -0.993 0.459 -3.900
O -0.516 2.657 -1.896
H 2.247 -0.126 0.952
H 2.335 1.653 1.651
H 3.915 0.612 1.637
H 4.740 -0.541 -0.954
H 5.175 0.187 -3.711
H 3.929 2.485 -4.870
H 2.241 4.077 -3.227
H 1.591 4.654 -0.811
H 1.855 3.657 0.773
H -0.528 0.150 1.351
C -2.000 -3.443 -0.023
O -1.071 -3.208 0.734
N -2.393 -2.584 -0.981
N -2.712 -4.583 0.033
H -3.155 -2.760 -1.614
H -1.882 -1.714 -1.057
H -2.449 -5.256 0.740
H -3.480 -4.794 -0.582
C -4.010 -1.478 4.098
O -4.788 -0.840 4.789
N -3.290 -2.509 4.576
N -3.802 -1.207 2.797
H -2.644 -3.047 4.022
H -3.417 -2.746 5.551
H -4.325 -0.438 2.397
H -3.166 -1.721 2.211
*
```

Here are the Mulliken charges for atoms 1 to 8, given in e:
1 C -1.002
2 C 0.591
3 C -0.460
4 C -0.349
5 C -0.436
6 C -0.329
7 C 0.414
8 C -0.865

Record 6
Molecular formula: C17H21N5O4
Method: DFT, ωB97M-V/def2-TZVPD

For the highest occupied orbital energy, the calculation gives -7.839 eV. The lowest unoccupied orbital energy is 0.56 eV. The energy above the lowest of the compared OMol25 structures with the same formula, charge and spin is 58.0 kJ/mol. For the orbital gap, the calculation gives 8.4 eV.

ORCA input file:
```
! RIJCOSX wB97M-V def2-TZVPD def2/J DEFGRID3
* xyz 0 1
C 4.720 -4.962 -0.072
H 5.545 -5.673 -0.053
O 5.023 -4.054 -1.101
C 4.149 -3.037 -1.349
C 2.961 -2.819 -0.665
C 2.150 -1.747 -1.005
C 2.501 -0.876 -2.021
C 3.693 -1.101 -2.704
C 4.506 -2.163 -2.378
H 5.430 -2.341 -2.903
H 3.983 -0.431 -3.500
C 1.650 0.304 -2.420
N 0.482 0.487 -1.572
C -0.685 -0.126 -1.998
O -0.742 -0.742 -3.041
N -1.791 0.001 -1.179
C -1.691 0.699 -0.018
C -0.510 1.304 0.370
C 0.681 1.238 -0.404
O 1.759 1.747 -0.148
N -0.793 1.912 1.586
C -2.092 1.638 1.842
N -2.669 0.906 0.892
N -2.701 2.004 3.001
H -2.309 2.820 3.450
C -4.140 1.883 3.086
H -4.424 1.830 4.139
H -4.402 0.946 2.590
C -4.874 3.049 2.406
O -4.425 3.273 1.097
H -4.341 2.418 0.651
H -5.955 2.844 2.424
H -4.692 3.984 2.946
C 0.132 2.672 2.381
H 0.242 2.226 3.372
H 1.093 2.661 1.869
H -0.207 3.706 2.483
C -3.048 -0.597 -1.568
H -2.853 -1.276 -2.396
H -3.467 -1.134 -0.718
H -3.751 0.176 -1.885
H 1.297 0.171 -3.446
H 2.247 1.218 -2.350
H 1.231 -1.603 -0.456
H 2.650 -3.473 0.135
H 3.786 -5.499 -0.270
H 4.652 -4.462 0.900
*
```

Here are the Mulliken charges for atoms 1 to 8, given in e:
1 C -0.816
2 H 0.235
3 O -0.463
4 C 0.878
5 C -0.625
6 C -0.344
7 C 0.827
8 C -0.710

Number 1: strongest force on any atom 0.102 Eh/bohr. Number 2: strongest force on any atom 0.065 Eh/bohr. Number 3: strongest force on any atom 0.074 Eh/bohr. Number 4: strongest force on any atom 0.063 Eh/bohr. Number 5: strongest force on any atom 0.100 Eh/bohr. Number 6: strongest force on any atom 0.027 Eh/bohr.